Entry from OMol25: 2 unconnected molecules or ions with the total composition C3H11N2O3 in a non-equilibrium geometry (wB97M-V/def2-TZVPD).

## Properties
**Calculated total energy**: -12397.86153 eV
**Gap between HOMO and LUMO (alpha / beta)**: 0.1555 / 0.3136 hartree
**Charge**: +1
**<S²>**: 2.01
**E_LUMO (alpha / beta)**: -2.93 / -6.60 eV
**Spin multiplicity**: 3

Cartesian coordinates (Å):
C 1.93 1.14 1.84
C -0.70 -2.07 0.47
C -1.54 0.53 -1.87
N -1.85 -0.50 -0.96
N 2.00 0.86 0.35
O -2.65 0.62 -2.65
O -0.42 1.09 -1.86
O -0.87 -0.71 0.00
H 1.97 2.14 2.15
H 0.97 0.76 2.27
H 2.84 0.69 2.39
H -0.95 -2.86 -0.31
H -1.42 -2.21 1.25
H 0.28 -2.23 0.92
H -2.72 -0.96 -0.84
H 1.09 1.33 -0.12
H 2.89 1.06 -0.12
H -2.67 1.50 -3.06
H 1.83 -0.18 0.16